Entry 1:
Below is 3 unconnected molecules or ions with the total composition C30H62N2O6S at a distorted geometry, with properties calculated with ωB97M-V with the def2-TZVPD basis set.

Positions of all 101 atoms, in Å:
C (2.143, -1.913, 9.467)
C (1.705, -2.466, 7.986)
C (0.153, -2.008, 7.565)
C (0.022, -0.352, 7.680)
C (-0.917, -0.055, 8.991)
C (-1.395, 1.515, 9.152)
C (-0.284, 2.495, 9.856)
C (1.198, 2.482, 9.144)
C (2.111, 3.661, 9.843)
O (2.327, 4.848, 8.988)
S (3.363, 4.514, 7.676)
O (4.189, 3.195, 7.911)
O (2.281, 4.274, 6.337)
C (2.828, 3.177, 5.471)
O (2.011, 3.179, 4.239)
C (2.653, 2.330, 3.196)
C (1.588, 2.108, 1.939)
H (2.464, -0.772, 9.329)
H (1.255, -2.005, 10.246)
H (3.093, -2.471, 9.928)
H (1.847, -3.636, 7.944)
H (2.391, -1.994, 7.131)
H (0.041, -2.278, 6.431)
H (-0.664, -2.470, 8.264)
H (1.127, 0.052, 7.764)
H (-0.440, 0.135, 6.717)
H (-0.465, -0.476, 10.012)
H (-1.920, -0.681, 8.830)
H (-1.832, 1.980, 8.145)
H (-2.330, 1.489, 9.895)
H (-0.697, 3.609, 9.764)
H (-0.176, 2.220, 10.991)
H (1.766, 1.457, 9.370)
H (1.115, 2.585, 7.981)
H (3.122, 3.218, 10.296)
H (1.477, 4.049, 10.776)
H (3.968, 3.463, 5.282)
H (2.763, 2.119, 5.998)
H (3.612, 2.892, 2.775)
H (2.999, 1.286, 3.607)
H (0.528, 1.970, 2.449)
H (1.885, 1.156, 1.293)
H (1.658, 3.105, 1.293)
C (-0.478, 0.162, -4.114)
C (-0.185, 1.070, -2.887)
C (-0.863, 2.456, -3.075)
C (-0.157, 3.351, -4.089)
C (1.331, 3.477, -3.771)
C (2.033, 2.100, -3.619)
N (1.300, 1.178, -2.690)
O (1.527, 1.624, -1.374)
C (2.187, 1.446, -5.018)
C (3.513, 2.346, -3.172)
C (-0.906, 0.342, -1.705)
H (-0.646, 0.730, -5.035)
H (0.332, -0.554, -4.290)
H (-1.383, -0.444, -3.974)
H (-0.899, 2.983, -2.114)
H (-1.908, 2.325, -3.385)
H (-0.299, 2.971, -5.103)
H (-0.614, 4.349, -4.073)
H (1.816, 4.063, -4.560)
H (1.441, 4.059, -2.849)
H (2.602, 0.435, -4.934)
H (2.869, 2.024, -5.650)
H (1.254, 1.386, -5.578)
H (3.584, 2.921, -2.242)
H (4.062, 2.919, -3.928)
H (4.043, 1.395, -3.032)
H (-0.469, -0.648, -1.526)
H (-1.973, 0.202, -1.925)
H (-0.864, 0.909, -0.769)
C (-2.314, -3.967, -9.570)
C (-1.577, -3.537, -8.270)
C (-1.337, -4.773, -7.359)
C (-2.597, -5.269, -6.655)
C (-3.295, -4.133, -5.910)
C (-3.578, -2.904, -6.817)
N (-2.367, -2.460, -7.583)
O (-1.506, -1.805, -6.682)
C (-4.739, -3.242, -7.791)
C (-4.176, -1.762, -5.929)
C (-0.184, -3.041, -8.779)
H (-2.938, -4.855, -9.433)
H (-2.940, -3.160, -9.966)
H (-1.614, -4.222, -10.377)
H (-0.587, -4.530, -6.597)
H (-0.912, -5.598, -7.947)
H (-3.280, -5.733, -7.368)
H (-2.326, -6.055, -5.938)
H (-4.231, -4.510, -5.482)
H (-2.669, -3.837, -5.061)
H (-4.904, -2.424, -8.502)
H (-5.676, -3.395, -7.248)
H (-4.580, -4.159, -8.359)
H (-3.519, -1.485, -5.097)
H (-5.126, -2.071, -5.478)
H (-4.373, -0.863, -6.528)
H (-0.291, -2.166, -9.431)
H (0.325, -3.827, -9.353)
H (0.496, -2.777, -7.962)

Maximum force (hartree/bohr): 0.106
Total charge: 0
Spin multiplicity: 3
Orbital gap (alpha / beta) (eV): 9.72 / 9.17
Energy (eV): -58204.147
HOMO (alpha / beta) (eV): -9.025 / -9.616

=====

Entry 2:
Below is 7 unconnected molecules or ions with the total composition C12H26Cl12O6 at a distorted geometry, with properties calculated with ωB97M-V with the def2-TZVPD basis set.

Positions of all 56 atoms, in Å:
Cl (-4.886, 0.214, -2.377)
C (-4.747, -1.523, -2.572)
Cl (-3.717, -2.149, -1.292)
Cl (-6.331, -2.264, -2.475)
Cl (-4.006, -1.879, -4.131)
Cl (3.317, -1.210, -5.628)
C (2.376, 0.270, -5.866)
Cl (0.662, -0.118, -5.729)
Cl (2.803, 1.436, -4.621)
Cl (2.705, 0.929, -7.455)
Cl (-0.266, 2.029, -1.665)
C (0.324, 0.341, -1.597)
C (-0.638, -0.571, -2.342)
Cl (0.076, -2.184, -2.490)
H (0.416, 0.060, -0.553)
H (1.309, 0.318, -2.060)
H (-0.856, -0.170, -3.328)
H (-1.587, -0.575, -1.805)
Cl (5.702, -2.587, 0.895)
C (5.110, -1.030, 1.525)
C (3.692, -1.127, 2.005)
Cl (2.528, -1.147, 0.665)
H (5.224, -0.293, 0.733)
H (5.768, -0.729, 2.338)
H (3.466, -0.290, 2.661)
H (3.566, -2.045, 2.577)
O (4.372, 1.839, 2.352)
C (3.795, 2.302, 1.139)
C (2.304, 2.467, 1.202)
O (1.899, 3.498, 2.081)
H (4.445, 2.584, 2.957)
H (4.230, 3.267, 0.849)
H (4.052, 1.604, 0.339)
H (1.816, 1.517, 1.461)
H (1.934, 2.707, 0.203)
H (2.152, 3.260, 2.980)
O (-4.676, 3.360, 1.594)
C (-4.117, 2.871, 0.398)
C (-3.316, 1.616, 0.616)
O (-4.188, 0.630, 1.119)
H (-5.241, 2.659, 1.939)
H (-4.888, 2.663, -0.359)
H (-3.471, 3.640, -0.033)
H (-2.497, 1.835, 1.319)
H (-2.842, 1.313, -0.329)
H (-3.681, -0.166, 1.318)
O (-2.651, -1.675, 1.782)
C (-1.362, -2.255, 1.539)
C (-0.922, -3.197, 2.612)
O (-1.632, -4.413, 2.470)
H (-3.325, -2.362, 1.777)
H (-1.344, -2.730, 0.554)
H (-0.668, -1.413, 1.499)
H (-1.075, -2.739, 3.596)
H (0.166, -3.339, 2.514)
H (-1.281, -5.051, 3.096)

Energy above the lowest of the compared OMol25 structures with the same formula, charge and spin (kJ/mol): 0.0
Maximum force (hartree/bohr): 0.020
Total charge: 0
SMILES: ClC(Cl)(Cl)Cl.ClC(Cl)(Cl)Cl.ClCCCl.ClCCCl.OCCO.OCCO.OCCO
Orbital gap (eV): 10.07
Energy (eV): -175418.490
HOMO (eV): -9.879

=====

Entry 3:
Below is a molecular structure, C27H50OP2Re at a distorted geometry, with properties calculated with ωB97M-V with the def2-TZVPD basis set.

Positions of all 81 atoms, in Å:
Re (-1.173, -0.719, -3.639)
C (-0.333, -2.911, -0.568)
C (1.024, -2.999, -0.980)
C (0.694, -0.911, -0.097)
C (-0.570, -1.564, -0.156)
C (1.662, -1.759, -0.694)
C (-1.280, -4.037, -0.430)
H (-1.143, -4.816, -1.191)
H (-2.319, -3.690, -0.459)
H (-1.144, -4.535, 0.545)
C (-1.894, -0.955, 0.100)
H (-2.648, -1.302, -0.625)
H (-1.859, 0.144, 0.034)
H (-2.261, -1.208, 1.107)
C (0.892, 0.435, 0.453)
H (0.639, 0.476, 1.519)
H (0.213, 1.146, -0.036)
H (1.920, 0.794, 0.350)
C (3.099, -1.466, -0.911)
H (3.725, -2.021, -0.189)
H (3.307, -0.393, -0.790)
H (3.414, -1.765, -1.925)
C (1.677, -4.197, -1.547)
H (2.110, -4.819, -0.746)
H (2.492, -3.933, -2.234)
H (0.968, -4.824, -2.099)
C (-1.588, 0.459, -5.127)
C (-1.904, -0.929, -5.451)
C (-0.997, -1.750, -6.360)
C (0.237, -2.319, -5.617)
C (0.323, -1.836, -4.186)
C (0.772, -0.460, -3.934)
C (0.982, 0.508, -5.083)
C (-0.326, 1.104, -5.661)
H (-0.694, -1.165, -7.242)
H (1.153, -2.109, -6.186)
H (-1.606, -2.599, -6.702)
H (-0.278, 1.031, -6.753)
H (-2.435, 1.127, -4.931)
H (-2.975, -1.177, -5.512)
H (-0.377, 2.177, -5.433)
H (1.595, 1.345, -4.719)
H (1.467, -0.350, -3.099)
H (1.559, 0.006, -5.876)
H (0.176, -3.408, -5.588)
H (0.642, -2.581, -3.467)
P (-1.321, 1.727, -2.258)
P (1.797, 2.653, -1.403)
C (-0.655, 3.302, -2.595)
C (0.822, 3.535, -2.742)
H (-0.928, 3.290, -0.623)
H (-1.333, 4.130, -2.822)
H (1.193, 3.137, -3.701)
H (1.081, 4.603, -2.655)
C (1.983, 4.087, -0.257)
H (2.852, 3.877, 0.376)
H (1.110, 4.233, 0.382)
H (2.179, 4.987, -0.854)
C (3.503, 2.809, -2.068)
H (3.511, 3.486, -2.932)
H (3.885, 1.823, -2.358)
H (4.141, 3.208, -1.268)
C (-3.174, 1.778, -2.222)
H (-3.562, 0.851, -2.674)
H (-3.532, 2.649, -2.790)
H (-3.506, 1.833, -1.169)
C (-2.473, -2.220, -3.156)
H (-2.223, -2.790, -2.266)
H (-2.538, -2.901, -4.021)
H (-3.455, -1.735, -3.030)
C (-3.444, 3.248, 1.309)
C (-2.347, 3.962, 0.568)
C (-1.607, 5.029, 1.334)
O (-1.387, 2.943, 0.188)
H (-3.029, 2.654, 2.128)
H (-3.992, 2.575, 0.644)
H (-4.147, 3.971, 1.726)
H (-2.765, 4.401, -0.347)
H (-1.034, 4.560, 2.142)
H (-0.919, 5.579, 0.681)
H (-2.305, 5.745, 1.770)

Energy above the lowest of the compared OMol25 structures with the same formula, charge and spin (kJ/mol): 638.0
Maximum force (hartree/bohr): 0.139
Total charge: +2
Spin multiplicity: 4
Orbital gap (alpha / beta) (eV): 6.68 / 5.55
Energy (eV): -51543.525
HOMO (alpha / beta) (eV): -13.762 / -13.809